296
Properties=species:S:1:pos:R:3:lowdin_charge:R:1 method="wB97M-V/def2-TZVPD" largest_force_ev_per_a=4.69 orbital_gap_ev=9.21 total_charge=+5 e_homo_ev=-18.07 spin_multiplicity=1
O 21.362 21.547 17.886 0.15
C 21.402 22.144 18.937 -0.31
O 21.531 21.615 20.201 0.21
B 21.153 22.561 21.225 -0.91
O 21.269 23.881 20.507 0.17
C 21.347 23.651 19.176 -0.33
O 21.502 24.452 18.264 0.12
O 22.002 22.384 22.423 0.22
C 21.260 22.275 23.501 -0.33
O 21.719 22.253 24.661 0.08
C 19.776 22.203 23.060 -0.29
O 19.795 22.345 21.728 0.21
O 18.761 22.179 23.813 0.07
C 19.444 23.930 26.513 -0.03
C 20.383 24.145 27.673 -0.27
C 20.787 25.558 27.894 -0.20
O 21.707 25.773 26.820 -0.19
C 22.312 27.077 26.998 -0.08
N 19.816 23.502 28.982 0.26
H 18.837 23.329 28.806 0.15
H 20.190 22.589 29.200 0.17
H 19.720 24.016 29.846 0.17
H 19.932 24.167 25.568 0.07
H 18.523 24.508 26.432 0.10
H 19.120 22.890 26.556 0.08
H 21.294 23.569 27.509 0.14
H 21.238 25.890 28.829 0.14
H 19.913 26.209 27.873 0.14
H 22.973 27.037 27.863 0.09
H 21.644 27.905 27.234 0.10
H 22.893 27.391 26.131 0.08
C 27.714 21.722 31.037 -0.08
C 26.868 20.476 30.785 -0.27
C 25.770 20.707 29.769 -0.25
C 26.405 20.486 28.361 -0.24
P 25.071 20.650 27.098 1.03
C 23.862 19.288 27.163 -0.24
C 22.604 19.452 26.221 -0.25
C 21.732 18.218 26.225 -0.23
C 20.751 18.299 25.001 -0.09
C 24.209 22.215 27.165 -0.26
C 25.215 23.415 27.335 -0.24
C 24.677 24.825 27.448 -0.24
C 25.808 25.932 27.407 -0.06
C 25.877 20.540 25.402 -0.21
C 25.068 21.145 24.172 -0.22
C 25.990 21.285 22.950 -0.26
C 25.236 21.911 21.799 -0.10
H 28.265 21.891 30.112 0.07
H 28.403 21.575 31.869 0.09
H 27.064 22.577 31.219 0.08
H 26.320 20.279 31.706 0.11
H 27.410 19.551 30.593 0.12
H 25.337 21.699 29.897 0.10
H 24.994 19.970 29.976 0.11
H 26.735 19.449 28.298 0.11
H 27.302 21.036 28.075 0.10
H 23.425 19.266 28.161 0.09
H 24.360 18.322 27.078 0.11
H 22.907 19.714 25.207 0.08
H 21.998 20.320 26.482 0.09
H 21.183 18.146 27.163 0.11
H 22.353 17.322 26.200 0.11
H 19.961 17.557 25.121 0.07
H 21.284 18.112 24.069 0.07
H 20.199 19.238 24.959 0.05
H 23.433 22.208 27.931 0.09
H 23.647 22.408 26.251 0.06
H 25.942 23.407 26.522 0.11
H 25.892 23.238 28.171 0.10
H 23.973 24.801 28.281 0.11
H 24.069 25.002 26.561 0.07
H 25.398 26.882 27.067 0.06
H 26.655 25.745 26.746 0.07
H 26.201 26.243 28.375 0.08
H 26.072 19.476 25.263 0.10
H 26.853 21.010 25.524 0.09
H 24.652 22.096 24.503 0.08
H 24.203 20.578 23.826 0.10
H 26.450 20.339 22.663 0.12
H 26.738 22.051 23.151 0.11
H 24.640 22.750 22.156 0.06
H 24.551 21.124 21.482 0.06
H 25.918 22.115 20.974 0.09
C 20.623 30.352 13.571 -0.08
C 19.147 30.534 14.025 -0.24
C 18.444 29.186 14.194 -0.20
C 19.001 28.495 15.528 -0.27
P 17.916 27.254 16.189 1.02
C 18.341 26.689 17.865 -0.24
C 17.637 25.331 18.280 -0.21
C 17.555 25.128 19.808 -0.24
C 16.821 23.810 20.155 -0.07
C 16.158 27.778 15.984 -0.23
C 15.074 26.862 16.663 -0.23
C 13.602 27.324 16.384 -0.25
C 13.275 28.719 16.857 -0.10
C 18.327 25.655 15.251 -0.21
C 19.749 24.962 15.375 -0.21
C 19.906 23.918 14.294 -0.26
C 21.107 22.991 14.515 -0.10
H 21.219 29.836 14.324 0.05
H 21.062 31.320 13.331 0.08
H 20.717 29.761 12.661 0.08
H 18.567 31.165 13.352 0.12
H 19.104 30.976 15.020 0.10
H 18.559 28.567 13.305 0.12
H 17.368 29.311 14.321 0.08
H 19.146 29.147 16.390 0.10
H 19.963 28.011 15.358 0.06
H 18.190 27.565 18.496 0.09
H 19.394 26.419 17.778 0.07
H 18.196 24.494 17.863 0.10
H 16.668 25.204 17.799 0.07
H 17.012 25.903 20.350 0.11
H 18.568 25.109 20.210 0.08
H 16.315 23.983 21.105 0.04
H 17.470 22.937 20.203 0.06
H 16.113 23.683 19.336 0.08
H 15.921 27.918 14.929 0.10
H 16.159 28.790 16.389 0.10
H 15.206 26.819 17.744 0.09
H 15.120 25.811 16.379 0.10
H 12.890 26.600 16.781 0.11
H 13.412 27.094 15.335 0.11
H 12.202 28.908 16.896 0.09
H 13.731 29.485 16.230 0.07
H 13.659 28.958 17.849 0.08
H 18.288 26.038 14.231 0.09
H 17.519 24.980 15.534 0.08
H 19.858 24.544 16.376 0.07
H 20.517 25.734 15.322 0.09
H 20.235 24.336 13.342 0.12
H 19.030 23.306 14.084 0.11
H 21.147 22.267 13.701 0.08
H 21.108 22.441 15.456 0.04
H 21.968 23.645 14.374 0.08
C 22.929 27.366 16.183 -0.06
C 23.073 28.627 17.129 -0.21
C 22.086 28.588 18.324 -0.25
C 22.698 27.790 19.510 -0.23
P 21.834 28.037 21.143 1.08
C 20.336 26.967 21.383 -0.21
C 20.124 26.601 22.953 -0.18
C 18.651 26.224 23.348 -0.24
C 17.839 27.493 23.640 -0.08
C 23.109 27.489 22.371 -0.26
C 23.567 25.983 22.297 -0.18
C 24.480 25.738 23.560 -0.25
C 25.887 26.156 23.248 -0.10
C 21.536 29.809 21.623 -0.25
C 22.424 30.512 22.666 -0.22
C 21.876 31.929 22.879 -0.29
C 21.639 32.786 21.699 -0.11
H 22.952 26.396 16.682 0.06
H 23.710 27.459 15.429 0.08
H 21.942 27.445 15.728 0.03
H 22.865 29.528 16.551 0.10
H 24.037 28.793 17.610 0.10
H 21.146 28.111 18.047 0.08
H 21.738 29.601 18.528 0.10
H 23.737 28.072 19.679 0.10
H 22.653 26.734 19.242 0.08
H 20.610 26.118 20.757 0.05
H 19.396 27.362 20.997 0.08
H 20.512 27.319 23.675 0.10
H 20.678 25.677 23.120 0.08
H 18.709 25.580 24.225 0.08
H 18.185 25.629 22.563 0.09
H 16.854 27.047 23.778 0.07
H 17.777 28.080 22.724 0.07
H 18.197 28.047 24.509 0.08
H 22.617 27.609 23.336 0.06
H 23.961 28.168 22.333 0.10
H 24.122 25.816 21.374 0.11
H 22.703 25.325 22.387 0.08
H 24.445 24.663 23.738 0.09
H 24.114 26.166 24.493 0.08
H 26.251 25.730 22.313 0.08
H 26.557 25.706 23.980 0.07
H 26.012 27.236 23.168 0.08
H 20.492 29.731 21.925 0.09
H 21.537 30.283 20.641 0.07
H 23.427 30.669 22.270 0.12
H 22.547 29.982 23.611 0.10
H 22.513 32.513 23.544 0.12
H 20.950 31.850 23.448 0.11
H 20.772 32.336 21.215 0.07
H 22.416 32.718 20.938 0.08
H 21.551 33.853 21.907 0.10
C 23.523 15.433 11.242 -0.07
C 22.134 15.988 11.695 -0.26
C 21.764 15.838 13.135 -0.26
C 22.592 16.735 14.017 -0.26
P 22.359 16.656 15.830 1.03
C 23.533 17.693 16.696 -0.24
C 23.049 18.137 18.104 -0.27
C 23.899 19.194 18.654 -0.28
C 25.428 18.946 18.733 -0.07
C 20.708 17.301 16.200 -0.27
C 20.483 18.778 15.670 -0.20
C 19.087 19.189 16.140 -0.29
C 18.490 20.281 15.354 -0.12
C 22.242 14.936 16.538 -0.24
C 22.426 14.761 18.051 -0.26
C 22.789 13.359 18.448 -0.25
C 21.789 12.314 17.903 -0.09
H 24.067 16.146 10.623 0.08
H 23.320 14.453 10.810 0.08
H 24.197 15.309 12.090 0.06
H 21.471 15.547 10.950 0.11
H 21.969 17.039 11.457 0.11
H 21.989 14.826 13.472 0.12
H 20.709 16.071 13.276 0.12
H 22.270 17.729 13.705 0.10
H 23.671 16.577 14.015 0.10
H 23.560 18.594 16.084 0.11
H 24.542 17.286 16.639 0.11
H 23.033 17.300 18.802 0.10
H 22.028 18.496 18.235 0.10
H 23.478 19.536 19.600 0.10
H 23.744 20.063 18.015 0.10
H 25.988 19.721 19.256 0.07
H 25.861 18.887 17.734 0.07
H 25.643 17.955 19.133 0.08
H 20.476 17.241 17.263 0.09
H 20.053 16.580 15.711 0.10
H 20.573 18.882 14.588 0.11
H 21.225 19.360 16.217 0.09
H 19.173 19.481 17.186 0.10
H 18.341 18.397 16.084 0.12
H 17.546 20.590 15.802 0.08
H 18.223 20.035 14.326 0.10
H 19.133 21.156 15.449 0.06
H 23.053 14.420 16.023 0.11
H 21.303 14.592 16.105 0.10
H 21.650 15.267 18.627 0.11
H 23.251 15.382 18.400 0.09
H 22.880 13.415 19.533 0.11
H 23.808 13.055 18.205 0.12
H 22.038 11.284 18.159 0.08
H 21.785 12.292 16.813 0.07
H 20.764 12.355 18.272 0.08
C 17.414 19.827 26.817 -0.12
C 16.461 19.112 25.957 -0.26
C 16.052 19.961 24.735 -0.26
C 15.195 19.164 23.821 -0.30
P 14.978 19.684 22.109 1.08
C 14.010 21.235 22.071 -0.26
C 14.731 22.441 22.748 -0.21
C 14.030 23.779 22.289 -0.26
C 12.653 24.013 22.916 -0.08
C 16.674 20.003 21.246 -0.21
C 17.458 18.773 20.854 -0.26
C 18.295 18.297 21.999 -0.28
C 19.020 16.956 21.738 -0.07
C 14.008 18.498 21.134 -0.27
C 12.724 17.943 21.760 -0.23
C 11.519 18.825 21.556 -0.27
C 10.198 18.140 21.856 -0.10
H 17.942 19.266 27.589 0.08
H 16.950 20.697 27.282 0.08
H 18.248 20.162 26.201 0.05
H 15.541 18.840 26.474 0.13
H 16.867 18.194 25.534 0.11
H 16.927 20.300 24.181 0.09
H 15.407 20.731 25.159 0.11
H 14.227 19.191 24.323 0.12
H 15.509 18.126 23.718 0.11
H 13.052 21.115 22.578 0.09
H 13.736 21.449 21.038 0.10
H 15.788 22.450 22.483 0.07
H 14.612 22.209 23.806 0.09
H 14.021 23.806 21.199 0.09
H 14.665 24.645 22.478 0.09
H 12.657 23.772 23.979 0.08
H 12.003 23.327 22.373 0.07
H 12.286 25.032 22.802 0.08
H 17.324 20.505 21.963 0.06
H 16.524 20.645 20.378 0.09
H 18.097 18.923 19.983 0.12
H 16.829 17.902 20.675 0.10
H 17.745 18.307 22.940 0.09
H 19.125 18.993 22.125 0.10
H 19.659 16.606 22.549 0.06
H 19.711 17.159 20.920 0.07
H 18.345 16.148 21.455 0.08
H 14.681 17.652 20.998 0.09
H 13.851 19.007 20.183 0.11
H 12.938 17.818 22.821 0.10
H 12.654 16.942 21.335 0.13
H 11.586 19.115 20.507 0.11
H 11.389 19.708 22.181 0.10
H 10.116 17.898 22.915 0.08
H 9.866 17.215 21.384 0.09
H 9.468 18.921 21.647 0.08